The following is a DFT calculation (ωB97M-V/def2-TZVPD) of a molecular structure, C4H8N2O in a non-equilibrium geometry.

Structure (XYZ):
```
15
Properties=species:S:1:pos:R:3:mulliken_charge:R:1
C 2.46 0.25 -0.11 0.255
C -0.70 -0.72 -0.22 -0.521
C -1.95 -0.02 0.26 -0.478
C -0.87 0.72 -0.54 -0.087
N 2.76 -0.94 0.29 -0.677
N -0.09 1.58 0.21 -0.337
O 1.56 1.19 -0.14 -0.430
H 3.32 0.77 -0.56 0.303
H 0.15 -1.11 0.38 0.257
H -0.66 -1.46 -1.02 0.230
H -2.95 -0.12 -0.27 0.240
H -1.93 0.38 1.26 0.211
H -0.90 0.97 -1.56 0.428
H 3.61 -1.19 -0.12 0.265
H -0.08 1.31 1.25 0.341
```

Calculated values
Charge   0
LUMO energy   0.119 eV
HOMO energy   -9.25 eV

The following is a DFT calculation (ωB97M-V/def2-TZVPD) of a molecular structure, C25H36BCuN6.

Structure (XYZ):
```
69
Properties=species:S:1:pos:R:3:lowdin_spin:R:1
Cu -0.01 -0.18 -0.16 0.692
C -2.29 4.14 -0.11 0.000
C -1.72 3.19 0.88 0.000
C -2.52 2.30 1.59 0.000
C -1.98 1.51 2.59 0.000
C -0.63 1.61 2.89 0.001
C 0.19 2.44 2.14 0.004
C -0.35 3.22 1.15 0.004
H -2.10 5.16 0.22 0.000
H -3.37 4.00 -0.21 0.000
H -1.82 4.01 -1.08 0.000
H -3.58 2.26 1.40 0.000
H -2.60 0.84 3.16 0.000
H -0.23 1.05 3.72 0.000
H 1.25 2.51 2.37 0.000
H 0.28 3.90 0.58 0.000
C 0.29 -1.61 2.99 -0.001
C 1.66 -0.98 3.24 0.000
C 2.50 -1.90 4.12 0.000
C 2.34 -0.73 1.93 0.007
C 3.72 -0.75 1.67 0.003
C 3.83 -0.68 0.30 0.004
N 2.60 -0.60 -0.23 0.003
N 1.70 -0.60 0.77 0.058
B 2.18 -0.88 -1.68 0.000
N 1.44 0.31 -2.31 0.002
C 1.76 0.94 -3.45 0.005
C 0.68 1.68 -3.86 0.003
C -0.33 1.44 -2.92 0.007
N 0.18 0.64 -1.97 0.050
C -1.78 1.78 -3.04 0.000
C -2.62 0.89 -2.13 -0.001
C -2.19 1.59 -4.50 0.000
N 1.16 -2.03 -1.63 0.005
C 1.16 -3.26 -2.17 -0.002
C 0.00 -3.90 -1.79 0.005
C -0.70 -2.99 -1.00 0.014
N 0.03 -1.88 -0.93 0.134
C -2.01 -3.09 -0.28 0.001
C -1.98 -4.24 0.73 0.000
C -3.16 -3.26 -1.28 0.000
H -0.27 -1.70 3.92 0.000
H 0.42 -2.61 2.57 0.000
H -0.31 -1.03 2.28 -0.001
H 1.54 -0.02 3.76 0.000
H 2.75 -2.81 3.57 0.000
H 1.92 -2.19 5.00 0.000
H 3.41 -1.42 4.45 0.000
H 4.51 -0.82 2.39 0.000
H 4.71 -0.70 -0.32 0.000
H 3.12 -1.15 -2.34 0.000
H 2.72 0.80 -3.91 0.000
H 0.62 2.30 -4.74 0.000
H -1.93 2.83 -2.77 0.000
H -2.58 -0.13 -2.49 0.000
H -3.66 1.22 -2.15 0.000
H -2.26 0.91 -1.10 0.000
H -1.97 0.57 -4.81 0.000
H -1.66 2.28 -5.15 0.000
H -3.25 1.76 -4.62 0.000
H 1.97 -3.60 -2.78 0.000
H -0.32 -4.89 -2.05 0.001
H -2.15 -2.14 0.26 0.000
H -1.90 -5.19 0.22 0.000
H -2.89 -4.23 1.32 0.000
H -1.13 -4.13 1.40 0.000
H -3.08 -4.21 -1.80 0.000
H -3.16 -2.46 -2.01 0.000
H -4.11 -3.23 -0.75 0.000
```

Calculated values
<S²>   0.75
Charge   +1
LUMO energy (alpha / beta)   -2.765 / -5.294 eV
2S+1   2
HOMO energy (alpha / beta)   -11.86 / -11.86 eV

The following is a DFT calculation (ωB97M-V/def2-TZVPD) of a single C16H22N2O2 molecule.

Structure (XYZ):
```
42
Properties=species:S:1:pos:R:3:mulliken_charge:R:1
C 3.25 2.70 -1.86 -1.430
C 2.54 1.40 -1.71 0.456
C 2.29 0.65 -0.59 -0.838
C 1.57 -0.50 -1.01 2.020
C 1.03 -1.60 -0.32 0.249
O 1.23 -1.62 1.03 -0.469
C 0.39 -2.40 1.84 -0.948
C -1.08 -1.92 1.84 0.380
O -1.82 -2.62 2.82 -0.598
C -1.16 -0.42 2.16 -0.821
N -2.24 0.22 1.42 -0.114
C -2.64 1.50 1.98 -0.809
C -1.65 2.55 1.43 -0.750
C -1.19 1.94 0.09 -0.059
C -1.88 0.56 0.05 -0.341
C 0.37 -2.57 -1.06 -0.735
C 0.24 -2.45 -2.45 -0.652
C 0.75 -1.38 -3.14 -1.203
C 1.42 -0.41 -2.41 -0.409
N 2.01 0.76 -2.80 0.011
H 3.59 3.05 -0.89 0.314
H 4.10 2.60 -2.52 0.374
H 2.58 3.45 -2.28 0.334
H 2.58 0.89 0.41 0.487
H 0.43 -3.47 1.56 0.462
H 0.79 -2.30 2.85 0.315
H -1.52 -2.08 0.85 0.248
H -1.92 -3.54 2.55 0.358
H -1.37 -0.34 3.23 0.549
H -0.18 0.04 1.96 0.280
H -3.65 1.72 1.61 0.368
H -2.66 1.47 3.07 0.423
H -0.81 2.67 2.11 0.309
H -2.12 3.52 1.30 0.364
H -1.48 2.54 -0.76 0.528
H -0.10 1.82 0.07 -0.248
H -2.81 0.62 -0.52 0.436
H -1.25 -0.21 -0.39 -0.169
H -0.05 -3.43 -0.58 0.356
H -0.29 -3.23 -2.98 0.391
H 0.63 -1.29 -4.21 0.398
H 2.06 1.10 -3.75 0.178
```

Calculated values
Structure (SMILES)   Cc1cc2c(OC[C@@H](O)CN3CCCC3)cccc2[nH]1
Charge   0
LUMO energy   0.817 eV
HOMO energy   -7.60 eV

For reference, total energy by record: -9300.04278 -80762.27397 -24024.00223 eV.